Record 1
This record from OMol25 describes a 8-piece molecular cluster, C37H87N3O8S5 overall in a non-equilibrium geometry. The level of theory is ωB97M-V/def2-TZVPD.

Computed properties:
E   -114792.680 eV
ΔE to the lowest compared entry with this formula, charge and spin   127.3 kcal/mol
Net charge   0
HOMO energy   -7.90 eV

Geometry as XYZ:
```
140
Properties=species:S:1:pos:R:3:forces:R:3
S -0.081 -9.055 -3.802 0.4 1.7 -0.6
S -9.369 1.634 0.583 -1.7 -2.9 -1.3
S -6.894 -8.348 0.743 1.5 -0.2 -1.5
S 6.512 -3.630 -1.578 0.9 -1.6 0.2
S -0.739 -1.224 1.593 1.2 1.2 -1.2
O 6.478 5.796 -0.469 2.1 0.2 -2.1
O -0.018 3.752 10.737 -0.2 -0.1 -1.3
O -5.745 -9.319 0.484 -1.2 1.2 0.5
O 0.337 -2.705 -10.479 -0.9 -1.3 -1.2
O -0.328 0.220 1.396 -0.8 -0.6 1.1
O 0.079 -7.525 -3.814 -0.4 -2.3 -0.1
O -9.570 0.552 -0.540 1.0 2.0 2.3
O 7.876 -4.177 -1.167 -1.7 0.7 -0.6
N 5.582 5.890 0.498 -4.1 0.6 4.5
N 1.036 -1.817 -9.750 2.1 4.2 2.2
N -1.152 3.425 9.914 -0.5 0.6 0.9
C 6.189 -4.222 -3.292 0.3 0.3 -0.3
C 4.444 3.819 -0.092 0.2 -0.9 -0.1
C -0.061 1.280 8.856 -1.0 0.8 0.7
C -6.481 -6.879 -0.363 0.0 -1.2 -0.4
C 1.121 -0.336 -7.609 -0.4 -2.5 0.0
C -2.572 -1.393 1.882 0.6 0.4 -1.9
C 3.015 6.865 1.930 2.6 -0.7 0.7
C 0.382 -2.814 -7.658 -1.4 -0.4 1.6
C -8.215 -8.920 -0.308 -0.9 -0.5 0.5
C 5.312 8.385 0.463 0.2 2.0 -1.0
C -2.102 2.274 7.925 -1.9 1.6 -1.2
C -0.525 -1.715 -0.192 -0.7 -1.1 0.2
C 0.384 -1.529 -8.418 1.4 1.5 -0.4
C -1.086 -1.038 -8.635 0.1 -1.2 0.4
C -9.432 0.798 2.243 -0.2 -0.2 -0.6
C 3.092 -3.166 -9.367 0.7 -2.3 -0.2
C 0.020 3.472 7.713 0.3 0.9 0.0
C 5.235 -4.703 -0.786 -0.4 1.5 -0.4
C 2.545 -1.862 -9.853 -1.2 0.7 3.8
C 2.620 -0.618 -7.470 -2.4 1.4 0.0
C -3.387 2.025 8.734 1.8 -1.1 0.2
C 4.509 7.252 2.398 -1.2 -1.9 0.2
C 3.044 -0.698 -8.878 1.7 -0.5 -1.8
C 2.951 -1.587 -11.229 0.3 -0.1 -2.0
C 4.271 5.340 0.125 -1.7 -1.5 -0.6
C -2.232 2.998 10.877 -1.9 -0.8 -1.3
C -2.494 3.963 12.140 2.2 -0.7 -1.5
C 3.627 5.809 -1.234 1.4 1.2 0.3
C -1.843 -9.423 -3.521 0.3 -1.2 -0.3
C 6.952 7.336 1.952 0.4 -0.7 0.3
C -2.037 1.617 11.460 0.6 -0.3 0.8
C 3.182 5.475 1.252 0.2 1.0 -0.1
C 5.596 7.182 1.297 -0.4 0.2 -1.1
C 0.007 -9.564 -5.611 -1.0 0.7 0.1
C -0.837 2.629 8.643 0.7 -0.8 1.5
C -3.521 2.895 9.998 0.2 0.1 -1.1
C -11.099 2.236 0.750 0.4 -0.3 -0.6
H 0.076 -10.623 -5.859 0.4 0.0 0.6
H 4.714 3.206 0.767 0.3 0.5 0.5
H 7.088 6.468 2.597 0.3 0.0 0.2
H 1.247 -3.265 -7.171 0.7 0.4 -0.8
H 1.052 3.582 8.048 0.0 0.0 0.3
H -3.756 3.904 9.659 -0.3 0.1 0.2
H -1.607 3.892 12.770 0.2 -0.2 0.1
H -11.551 1.763 -0.122 0.1 0.4 -0.2
H 4.054 -3.413 -9.816 0.2 0.2 -0.3
H 2.713 5.288 -1.521 0.0 0.0 0.4
H 2.444 -3.988 -9.671 -0.2 0.0 -0.3
H -7.129 -6.003 -0.384 0.2 0.1 1.0
H 5.904 9.179 0.920 -0.5 0.5 0.1
H 4.343 5.711 -2.050 0.1 -0.5 0.0
H -0.931 -9.227 -6.052 -0.2 0.1 0.1
H 4.272 -4.285 -1.077 -0.1 0.1 -0.5
H 2.713 -2.424 -11.885 -0.3 -0.2 0.0
H -2.453 5.010 11.840 -0.9 0.0 0.0
H 5.158 -4.547 -3.432 0.1 -0.2 0.2
H 0.729 -0.352 -6.592 -0.8 0.4 -0.2
H 0.578 1.372 9.734 0.7 -0.1 -0.5
H -1.934 -10.488 -3.303 0.4 -0.3 -0.1
H 3.542 3.310 -0.433 -0.4 0.5 -0.2
H -0.218 -2.618 -6.770 -0.7 -0.3 0.1
H -1.282 -0.370 -9.475 0.4 0.0 -0.1
H -2.794 -2.458 1.941 0.0 0.1 0.2
H -6.578 -7.236 -1.389 0.2 -0.4 0.0
H -0.399 4.470 7.588 -0.1 0.0 0.2
H -3.290 0.969 8.989 -0.5 -0.2 0.6
H -3.295 3.599 12.784 -0.4 0.4 -0.6
H 5.614 8.477 -0.580 0.2 -0.9 -0.1
H -4.381 2.402 10.450 0.0 0.6 0.9
H 2.842 -1.412 -6.757 0.1 -0.3 -0.4
H 4.031 -1.492 -11.341 0.0 0.3 0.2
H -1.495 -0.578 -7.736 0.4 0.2 0.1
H -4.267 2.080 8.092 0.0 0.3 0.0
H -2.389 3.094 7.266 0.3 0.6 0.0
H 6.999 5.045 -0.176 0.5 0.0 -0.4
H 0.758 -8.958 -6.117 0.3 -0.2 0.5
H -7.846 -9.293 -1.263 0.1 0.5 0.0
H -5.415 -6.762 -0.169 -0.2 0.6 0.1
H -2.392 -9.315 -4.457 -0.3 0.8 0.4
H 4.837 6.504 3.119 -0.4 -0.5 0.2
H -1.010 -1.088 -0.941 -0.4 0.4 0.6
H 6.932 -4.982 -3.533 -0.2 -0.3 0.4
H -2.212 -8.986 -2.593 0.0 0.7 -0.5
H 2.206 5.163 0.879 0.1 -0.2 -0.4
H -10.265 0.098 2.311 -0.2 0.0 -0.6
H 3.046 0.307 -7.081 0.3 -0.1 0.3
H -11.096 3.323 0.675 -0.4 -0.1 0.3
H -2.916 -1.004 0.924 -0.6 -0.1 0.1
H 3.495 6.891 -1.217 -0.6 0.1 0.2
H -0.865 -2.738 -0.349 0.0 -0.2 0.0
H 4.119 -0.592 -8.732 0.6 -0.8 -1.3
H -8.957 -8.122 -0.351 0.0 0.1 -0.4
H 0.355 2.914 11.020 0.3 -0.4 0.2
H 4.257 8.658 0.481 0.0 0.1 0.0
H 3.275 -3.412 -8.321 -0.4 1.0 0.4
H 0.534 -1.662 -0.448 0.1 0.0 0.7
H -0.126 -3.541 -8.292 0.1 -0.3 0.3
H 0.095 3.060 6.707 -0.3 -0.4 0.0
H -0.135 -2.071 -11.024 -0.4 -0.7 -0.6
H -8.543 0.193 2.424 0.2 0.6 0.2
H 5.182 3.576 -0.856 0.1 0.3 -0.1
H 5.241 -4.395 0.259 0.5 -0.9 0.2
H -8.719 -9.757 0.175 0.2 -0.1 0.2
H -1.892 1.503 7.183 0.0 -0.4 0.3
H 7.780 7.371 1.245 -0.1 -0.1 -0.2
H 2.513 7.677 1.405 0.1 -0.3 -0.4
H 2.423 -0.725 -11.637 0.2 0.2 0.1
H -11.602 1.762 1.593 0.2 0.6 0.3
H 2.459 6.667 2.847 -0.2 0.3 0.0
H -9.680 1.590 2.950 0.7 0.0 0.2
H 7.028 8.242 2.553 -0.3 0.0 0.0
H -2.813 1.514 12.219 0.3 -0.2 0.4
H -1.038 1.614 11.897 0.0 -0.4 0.6
H -0.734 0.458 9.099 -0.1 0.0 -0.2
H 0.402 1.084 7.889 0.5 -0.3 0.5
H 6.367 -3.449 -4.039 0.0 0.4 0.3
H 4.478 8.134 3.038 0.4 0.6 -0.8
H 0.924 0.592 -8.147 0.1 0.1 0.3
H -3.012 -0.776 2.666 0.6 -0.2 0.2
H 3.411 4.785 2.064 0.2 -0.1 0.0
H -2.109 0.713 10.855 0.0 0.4 -0.6
H 2.779 0.222 -9.400 -0.3 0.2 0.2
H -1.694 -1.937 -8.731 -0.2 0.0 -0.5
H 5.238 -5.746 -1.102 0.5 0.0 0.5
```
Forces are in eV/Å.

=====

Record 2
This record from OMol25 describes a 10-piece molecular cluster, C37H91Cl3O18 overall in a non-equilibrium geometry. The level of theory is ωB97M-V/def2-TZVPD.

Computed properties:
E   -114252.657 eV
Net charge   0
HOMO energy   -8.93 eV

Geometry as XYZ:
```
149
Properties=species:S:1:pos:R:3:forces:R:3
Cl -5.000 -1.260 -4.490 0.1 0.9 -0.6
Cl -4.173 -0.095 -7.060 0.1 0.1 0.2
Cl -3.461 1.266 -4.521 -0.1 -0.4 -0.4
O 0.741 -6.066 0.825 -0.9 1.0 0.2
O -3.963 -2.021 3.456 0.2 0.6 -0.6
O 0.938 -1.633 0.573 -2.1 -1.2 -0.3
O 0.555 3.914 -0.836 0.2 -0.4 -0.2
O 2.702 1.678 -4.578 -1.1 -1.6 1.2
O -5.780 1.248 0.023 -0.3 0.8 -0.5
O -1.809 -1.796 -0.961 0.1 0.6 -0.2
O -4.256 6.816 -0.087 -1.6 0.3 -0.5
O -2.833 4.833 -1.483 0.4 0.5 -1.3
O -0.434 -4.899 3.590 1.2 -0.8 -0.4
O 4.986 -1.243 -1.461 0.7 -1.6 -0.3
O -0.028 2.504 -5.316 1.0 -0.6 1.9
O 4.100 -5.007 4.185 -0.1 0.6 0.1
O -0.238 2.912 1.911 0.2 -0.8 -0.4
O -5.600 3.550 -2.408 0.6 -1.4 0.9
O 5.747 0.622 0.758 -0.2 1.2 0.6
O 5.417 -3.607 2.039 0.1 0.1 -0.3
O -1.110 -1.345 3.969 0.1 1.3 1.0
C -5.555 3.449 -0.978 -1.6 -0.1 -0.1
C -5.137 7.430 0.873 2.1 0.4 0.7
C 4.928 -3.864 4.436 1.1 -1.8 1.0
C 6.214 0.638 -0.588 -0.4 -0.9 0.5
C 0.678 -2.062 -0.748 -0.1 -1.7 -0.2
C -4.653 0.268 -5.409 0.8 -0.7 0.8
C -0.623 3.057 -6.391 -2.0 2.0 -2.0
C -4.878 2.223 -0.484 1.2 -0.8 1.0
C 1.538 4.494 -1.685 0.4 0.5 1.5
C 0.788 -4.090 3.500 -2.4 0.9 -1.2
C -0.738 -2.728 -0.812 0.4 0.6 -0.2
C 6.799 -3.336 1.765 -0.8 -0.9 0.5
C 1.521 0.824 -4.554 1.4 -0.3 -1.1
C -1.591 -0.233 4.756 1.4 0.3 0.7
C -2.343 4.666 -2.855 -0.6 0.3 2.1
C -5.901 4.830 -2.781 -0.4 2.2 -0.7
C -3.075 6.218 0.391 0.7 1.4 0.5
C 2.126 -0.991 0.694 1.4 1.3 -0.1
C 4.981 1.799 1.178 0.6 -1.1 -1.0
C 6.280 -0.795 -1.051 -1.0 1.5 -1.9
C 1.911 -6.749 1.040 -0.3 -1.4 -0.1
C 3.551 1.283 -3.479 -0.1 0.5 -0.7
C -0.338 -6.487 1.626 -0.1 -0.9 0.4
C 3.886 -5.888 5.269 2.8 -0.5 -0.3
C -1.935 -1.248 -2.267 0.0 0.6 -0.4
C -5.288 -0.056 0.056 -1.5 -0.9 -0.3
C -2.846 -2.521 2.737 0.0 -0.5 0.6
C -5.133 -2.813 3.524 0.9 0.5 0.0
C 4.959 -2.997 3.237 1.9 1.4 -0.7
C -1.606 3.157 2.181 0.2 -0.8 1.1
C 0.513 1.232 -5.567 0.2 -0.6 -2.6
C -0.286 -6.279 3.181 -0.1 1.7 -1.8
C 1.081 2.867 -0.028 0.1 -0.2 -1.5
C -2.189 5.918 -0.851 -0.3 -0.1 1.4
C -1.720 -1.475 2.738 -0.6 -0.6 -2.0
C 0.022 2.149 0.690 -2.4 -0.1 1.6
C 5.085 -2.654 -1.885 1.6 1.3 0.7
H -2.022 3.461 1.233 -0.8 0.7 0.0
H -2.832 5.389 -3.542 0.8 -0.2 0.4
H 5.449 2.719 0.845 0.4 0.2 0.3
H -6.613 3.336 -0.631 0.6 0.6 0.0
H -2.650 -0.360 5.016 0.4 -0.1 0.2
H 1.816 -7.809 0.801 -0.1 -0.3 -0.4
H 0.515 -3.217 4.099 0.5 -0.1 0.1
H 5.715 -2.200 3.444 -0.7 -0.1 0.3
H -4.240 1.812 -1.269 0.0 -0.2 -0.2
H -3.101 -2.917 1.744 -0.2 0.7 -0.3
H 1.675 -4.584 3.803 0.7 -0.7 0.6
H 4.562 -3.302 5.321 0.1 -0.2 -0.4
H -1.119 5.688 -0.588 -0.9 -0.2 0.1
H 4.742 -6.653 5.304 -1.0 1.0 0.2
H -5.956 7.969 0.392 0.2 -0.4 -0.3
H -5.524 0.866 -5.438 -0.9 0.2 0.0
H -3.367 5.339 1.004 0.7 0.2 -0.3
H 4.043 -2.485 3.036 -0.9 0.0 -0.1
H 3.031 -1.616 0.762 -0.3 -0.2 -0.2
H -0.949 2.102 0.126 0.9 0.0 0.1
H 2.179 -0.388 -0.212 0.9 0.7 0.1
H -0.862 -0.266 5.612 -1.3 0.1 -0.3
H -2.748 -1.751 -2.853 1.3 -0.2 0.2
H -0.962 -1.849 1.990 -0.6 0.6 0.7
H -0.061 2.918 -7.285 1.1 -0.1 -0.9
H 1.696 3.280 0.723 1.2 0.6 0.9
H 6.024 -4.176 4.666 -1.6 0.2 -0.2
H -5.527 6.731 1.637 0.1 0.1 -0.4
H 2.103 -0.352 1.583 0.0 0.0 -0.1
H 5.531 1.142 -1.244 -0.6 0.6 -0.3
H 1.032 5.083 -2.402 -0.8 1.0 -0.5
H -2.484 -3.420 3.245 0.3 0.0 0.3
H 1.666 2.147 -0.618 0.0 0.2 -0.2
H 5.860 -2.737 -2.683 -0.5 0.1 0.3
H -0.757 -3.441 -1.633 0.1 -0.1 -0.3
H 0.931 -3.699 2.464 -0.1 -0.5 0.5
H -2.127 6.850 -1.446 -0.5 -0.4 -0.1
H 6.674 -1.370 -0.292 0.7 -1.5 1.9
H 7.031 -3.882 0.847 0.1 0.3 0.1
H -0.281 0.461 -5.635 0.1 0.2 0.3
H 2.671 -6.316 0.462 1.0 0.6 -0.9
H 7.371 -3.754 2.588 0.5 -0.1 0.0
H 3.047 1.275 -2.518 -0.5 0.0 0.2
H -4.878 -3.804 3.900 -0.3 -0.3 -0.2
H 2.222 5.198 -1.078 -0.5 -1.3 -1.0
H -4.882 -0.377 0.989 0.4 0.2 1.2
H -0.933 -1.097 -2.729 -0.6 -1.0 -0.3
H -1.461 0.838 4.371 0.0 -1.6 -0.4
H 5.443 -3.294 -1.037 -0.6 0.5 -0.6
H -1.183 -6.775 3.519 0.0 -0.3 0.5
H 0.748 -1.277 -1.533 -0.1 0.2 0.7
H -2.541 7.000 1.022 -0.3 -1.0 -0.3
H 3.000 -6.429 5.141 -1.4 -0.7 -0.6
H -2.219 2.246 2.546 1.1 1.1 -0.4
H 2.230 -6.752 2.042 0.5 0.4 1.6
H -2.103 -0.481 2.420 0.1 -0.6 -0.2
H 6.993 -0.838 -1.877 0.0 -0.1 -0.4
H 0.969 0.888 -3.660 -0.1 0.2 1.9
H 0.971 1.197 -6.607 -0.3 0.3 0.9
H 4.290 2.069 -3.426 0.5 0.0 0.0
H -0.538 -7.574 1.405 0.2 0.6 0.4
H -1.553 3.921 3.002 -0.7 -0.5 -1.0
H -5.706 -2.824 2.582 0.3 -0.2 0.1
H -4.216 2.483 0.367 0.0 0.1 -0.4
H 0.631 -6.681 3.574 0.3 -0.4 0.5
H -5.050 4.314 -0.554 -0.2 0.3 -0.2
H 3.793 -5.390 6.215 0.2 0.5 0.6
H -0.730 4.205 -6.314 -0.1 -1.9 0.4
H 1.490 -2.802 -1.045 -1.0 0.4 0.3
H 2.006 3.745 -2.316 0.8 -0.3 0.3
H -2.660 3.680 -3.102 -0.1 -0.8 -0.5
H 4.792 1.780 2.252 0.4 -0.1 -0.1
H -1.003 -3.294 0.080 0.5 0.1 0.2
H 0.272 1.121 1.007 0.2 0.4 -0.4
H -5.116 5.559 -2.452 -0.5 -0.5 -0.2
H 7.048 -2.275 1.698 -0.3 0.1 -0.2
H 4.018 0.294 -3.595 -0.1 0.2 -0.3
H -6.018 4.873 -3.876 0.3 -0.1 0.3
H -1.264 4.686 -2.694 0.1 0.2 -1.1
H -5.684 -2.267 4.267 -0.8 -0.2 0.4
H 4.030 1.761 0.676 -0.7 -0.1 -0.2
H -1.193 -5.953 1.247 -0.4 0.3 0.0
H -4.486 8.192 1.397 -0.9 -0.5 -0.1
H -2.264 -0.201 -2.310 -0.3 0.0 1.0
H -6.201 -0.708 -0.089 1.2 0.4 -0.3
H -1.585 2.570 -6.705 0.2 0.5 0.8
H -6.874 5.203 -2.387 0.3 -0.3 0.1
H 7.206 1.067 -0.736 0.2 0.3 0.5
H -4.489 -0.205 -0.656 0.0 -0.3 -0.7
H 1.823 -0.261 -4.704 -0.3 1.1 0.0
H 4.143 -2.963 -2.285 -0.6 -0.1 0.0
```
Forces are in eV/Å.